This record from the OMol25 dataset describes a 12-piece molecular cluster, C36H87O41P5 overall in a non-equilibrium geometry. The level of theory is ωB97M-V/def2-TZVPD.

Summary:
- ⟨S²⟩: 0.760
- M: 1330.92 g mol⁻¹
- Total charge: +1
- Largest force on an atom: 6.6 eV/A
- E_tot: -169131.552 eV
- 2S+1: 2

Each line ends with the Mulliken spin population.
Geometry (Å):
C (1.2250, 0.0956, 6.1202)  0.0077
O (2.3520, -0.6810, 5.7189)  0.0029
P (2.2469, -2.2842, 5.3636)  0.0000
O (0.8946, -2.7058, 5.7624)  0.0049
O (2.5971, -2.3503, 3.7576)  -0.0002
C (1.6202, -1.8575, 2.8034)  0.0008
O (3.5338, -2.9099, 6.0645)  0.0000
C (4.8845, -2.4911, 5.7546)  -0.0001
H (0.3595, -0.2903, 5.5817)  -0.0050
H (1.1873, 1.1198, 5.7489)  0.0015
H (0.9986, 0.1458, 7.1853)  -0.0001
H (1.3765, -2.7536, 2.2326)  0.0000
H (2.0143, -1.0221, 2.2248)  -0.0001
H (0.6476, -1.5337, 3.1739)  -0.0013
H (5.1343, -1.6579, 6.4114)  0.0000
H (4.9579, -2.2261, 4.6998)  0.0001
H (5.6592, -3.2268, 5.9705)  0.0000
C (0.5466, -6.6336, -1.2202)  0.0000
O (1.6404, -6.1415, -0.4390)  0.0000
P (1.5338, -4.7145, 0.4045)  0.0002
O (0.9215, -3.5532, -0.3799)  0.0000
O (0.7218, -5.2313, 1.7294)  -0.0002
C (1.4630, -6.1027, 2.6414)  0.0000
O (3.0353, -4.5044, 1.0156)  0.0000
C (3.9870, -3.7962, 0.2532)  0.0004
H (0.9790, -6.7407, -2.2150)  0.0000
H (-0.2591, -5.9000, -1.2474)  0.0000
H (0.2156, -7.6417, -0.9708)  0.0000
H (0.8076, -6.7179, 3.2578)  0.0000
H (2.0405, -5.4844, 3.3287)  0.0000
H (2.1164, -6.7753, 2.0858)  0.0000
H (3.6344, -2.8687, -0.1981)  -0.0003
H (4.3025, -4.5280, -0.4904)  0.0000
H (4.9021, -3.5720, 0.8013)  0.0000
C (-6.5684, -2.7574, 4.0557)  -0.0062
O (-5.7215, -1.9898, 4.8768)  0.0053
P (-4.1812, -1.7243, 4.3971)  -0.0569
O (-3.6413, -2.5773, 3.2915)  0.2461
O (-4.1433, -0.0971, 4.1669)  0.2636
C (-2.9344, 0.4939, 3.6935)  0.0175
O (-3.3991, -1.8667, 5.8020)  0.3446
C (-2.0261, -1.9830, 5.8557)  0.0294
H (-7.6023, -2.4194, 3.9856)  0.0000
H (-6.5636, -3.6960, 4.6097)  0.0023
H (-6.1329, -2.9155, 3.0691)  0.0026
H (-2.3600, 1.0004, 4.4692)  0.0335
H (-3.1846, 1.2385, 2.9378)  0.0285
H (-2.2232, -0.2341, 3.3031)  -0.0227
H (-1.5988, -1.1851, 6.4631)  0.0525
H (-1.6763, -1.8439, 4.8328)  -0.0225
H (-1.6401, -2.9016, 6.2977)  0.0585
C (5.3733, 0.2287, -1.3318)  0.0002
O (5.7404, 0.4791, 0.0446)  0.0001
P (4.7504, 1.3699, 0.9481)  -0.0006
O (3.3915, 0.7764, 1.2548)  0.0004
O (5.7046, 1.7769, 2.2160)  0.0001
C (5.6946, 1.0361, 3.4212)  0.0000
O (4.7668, 2.7556, 0.0508)  0.0001
C (4.3133, 3.9768, 0.7063)  0.0004
H (5.8158, -0.7128, -1.6570)  0.0000
H (5.9610, 0.8505, -2.0072)  0.0000
H (4.3217, 0.4018, -1.5604)  -0.0001
H (4.9290, 0.2603, 3.4258)  0.0000
H (5.6072, 1.5923, 4.3546)  0.0000
H (6.6488, 0.5152, 3.5011)  0.0000
H (4.6696, 4.9015, 0.2522)  0.0000
H (4.7438, 4.0249, 1.7066)  0.0001
H (3.2344, 4.1278, 0.7425)  -0.0004
C (-3.4003, 4.0510, -3.0600)  -0.0001
O (-2.0997, 3.5759, -2.7874)  0.0000
P (-1.2573, 4.3524, -1.6676)  -0.0001
O (-1.8341, 4.5306, -0.3625)  0.0000
O (0.0605, 3.4767, -1.7631)  0.0001
C (1.2047, 3.6829, -0.8647)  -0.0003
O (-0.8013, 5.7390, -2.4705)  0.0000
C (-0.0156, 5.6503, -3.6361)  -0.0001
H (-4.0722, 4.0883, -2.2025)  0.0001
H (-3.9606, 3.4513, -3.7774)  0.0000
H (-3.3079, 5.0574, -3.4682)  0.0000
H (0.9479, 4.3925, -0.0783)  -0.0002
H (2.1492, 4.0267, -1.2864)  0.0000
H (1.3454, 2.6911, -0.4349)  0.0005
H (0.5509, 6.5801, -3.6894)  0.0000
H (-0.6529, 5.6551, -4.5203)  0.0000
H (0.6755, 4.8076, -3.6168)  0.0000
C (-2.6257, 0.5229, -4.3096)  0.0005
O (-2.1398, 1.1376, -5.5092)  0.0000
C (-1.8251, 0.4759, -6.6573)  0.0002
O (-1.4732, 1.0554, -7.6632)  0.0000
O (-1.8970, -0.8174, -6.5172)  0.0001
C (-1.4795, -1.7248, -7.5803)  0.0000
H (-3.2153, 1.2640, -3.7700)  0.0001
H (-1.7925, 0.4787, -3.6083)  -0.0009
H (-3.2552, -0.3541, -4.4598)  0.0000
H (-1.1090, -1.2550, -8.4915)  0.0000
H (-2.3009, -2.4009, -7.8176)  0.0000
H (-0.6827, -2.3298, -7.1476)  0.0000
C (-8.9719, 3.0752, -1.5641)  0.0000
O (-8.2442, 4.0313, -0.8239)  0.0000
C (-6.9497, 3.8174, -0.4110)  0.0000
O (-6.2151, 2.9266, -0.8332)  0.0002
O (-6.6037, 4.8396, 0.3226)  0.0000
C (-5.2234, 4.9854, 0.6631)  0.0000
H (-9.0815, 2.1663, -0.9725)  0.0000
H (-8.4768, 2.9627, -2.5287)  0.0000
H (-9.9660, 3.4338, -1.8311)  0.0000
H (-4.5483, 5.2919, -0.1360)  0.0000
H (-4.8162, 4.0930, 1.1383)  0.0000
H (-5.0917, 5.8277, 1.3422)  0.0000
C (-3.6059, 1.0802, -0.3918)  0.0031
O (-2.4149, 0.7039, -1.0834)  0.0010
C (-1.4375, 0.1952, -0.3331)  -0.0019
O (-1.4200, 0.0092, 0.8581)  0.0112
O (-0.4023, -0.0621, -1.1711)  0.0030
C (0.8991, -0.3747, -0.6916)  -0.0026
H (-3.3525, 1.9354, 0.2347)  -0.0001
H (-4.0859, 0.2975, 0.1957)  -0.0021
H (-4.3547, 1.4630, -1.0852)  0.0007
H (1.5245, -0.7385, -1.5068)  0.0000
H (0.9203, -1.1552, 0.0689)  -0.0003
H (1.3717, 0.5109, -0.2667)  0.0014
C (5.0202, -2.9716, -3.5570)  0.0000
O (3.7798, -2.4615, -3.3423)  0.0001
C (2.6843, -3.0985, -3.6108)  0.0002
O (2.6764, -4.2923, -3.9260)  0.0000
O (1.6187, -2.3326, -3.5497)  -0.0007
C (0.3696, -2.8498, -3.8374)  -0.0006
H (5.2262, -3.3130, -4.5714)  0.0000
H (5.2650, -3.7274, -2.8107)  0.0000
H (5.7709, -2.1892, -3.4452)  0.0000
H (0.2464, -3.7488, -3.2334)  0.0000
H (0.2580, -2.9900, -4.9125)  0.0000
H (-0.3813, -2.1290, -3.5140)  0.0006
C (-6.4569, -1.5396, 0.3559)  -0.0018
O (-6.2678, -2.8363, -0.2366)  -0.0001
C (-4.9739, -3.4453, -0.3287)  -0.0010
O (-4.8591, -4.5534, -0.7809)  0.0001
O (-4.0692, -2.5561, 0.1482)  -0.0007
C (-2.7850, -2.9791, 0.3460)  0.0030
H (-7.4664, -1.1289, 0.3729)  0.0000
H (-5.9659, -0.8347, -0.3149)  -0.0003
H (-5.9993, -1.3719, 1.3309)  0.0005
H (-2.4158, -2.2668, 1.0838)  -0.0004
H (-2.1334, -2.8793, -0.5221)  0.0005
H (-2.6875, -3.9044, 0.9139)  -0.0007
C (5.4023, 0.0440, -5.4509)  0.0000
O (4.3566, 0.7263, -4.6581)  0.0000
C (3.1008, 0.8079, -5.0927)  0.0000
O (2.6594, 0.2335, -6.1099)  0.0000
O (2.3438, 1.3798, -4.1214)  0.0001
C (0.9071, 1.2088, -4.1365)  0.0004
H (5.3952, 0.1636, -6.5343)  0.0000
H (5.2910, -1.0389, -5.3957)  0.0000
H (6.4034, 0.2233, -5.0588)  0.0000
H (0.7160, 0.2188, -3.7223)  -0.0005
H (0.5429, 1.1989, -5.1638)  0.0002
H (0.3692, 1.9795, -3.5844)  -0.0002
C (1.4804, 2.0749, 3.1083)  -0.0011
O (2.2082, 3.0376, 3.8544)  0.0003
C (2.2768, 4.4061, 3.4150)  0.0001
O (1.5869, 4.8971, 2.5359)  0.0000
O (3.3149, 5.0798, 4.0739)  0.0000
C (3.8117, 6.2592, 3.6693)  0.0000
H (0.4720, 1.8418, 3.4504)  0.0012
H (2.0076, 1.1211, 3.1314)  -0.0001
H (1.4080, 2.3717, 2.0620)  -0.0002
H (3.0659, 7.0474, 3.7729)  0.0000
H (4.1314, 6.1447, 2.6335)  0.0000
H (4.7588, 6.4275, 4.1818)  0.0000

Forces on atoms 1 to 3 (eV/Å):
-1.3 -0.2 -0.9
0.5 -0.2 0.0
0.4 2.2 -0.9